{
  "formula": "C18H21F4N4O2",
  "method": "the ωB97M-V functional and the def2-TZVPD basis",
  "smiles": "C[C@H](C[N@H+]1CCC[C@@H]1C)NC(=O)c1ccc(-c2noc(C(F)(F)F)n2)c(F)c1",
  "charge": 1,
  "homo_energy_ev": -12.35,
  "homo_lumo_gap_ev": 9.20,
  "e_lumo_ev": -3.2,
  "elements": ["C", "C", "C", "N", "C", "C", "C", "C", "C", "N", "C", "O", "C", "C", "C", "C", "C", "N", "O", "C", "C", "F", "F", "F", "N", "C", "F", "C", "H", "H", "H", "H", "H", "H", "H", "H", "H", "H", "H", "H", "H", "H", "H", "H", "H", "H", "H", "H", "H"],
  "xyz": [[3.32041, 2.29555, 1.01076], [1.89418, 2.20985, 0.43854], [0.90149, 3.13910, 1.15754], [-0.30408, 3.30664, 0.28545], [-1.59595, 3.40764, 1.02646], [-2.60879, 3.90050, -0.01911], [-1.76466, 4.48971, -1.15777], [-0.30288, 4.51148, -0.61352], [0.67124, 4.46986, -1.76082], [1.39152, 0.84132, 0.50337], [0.48741, 0.26754, -0.38688], [0.00283, 1.01720, -1.19292], [0.14852, -1.18067, -0.36066], [0.40872, -1.97568, 0.74817], [0.10759, -3.34649, 0.72482], [-0.38450, -4.01502, -0.39082], [-0.62049, -5.49093, -0.39265], [-1.11451, -6.18894, -1.36575], [-1.19896, -7.50135, -0.83678], [-0.67184, -7.51292, 0.42937], [-0.56980, -8.80075, 1.28707], [-1.76196, -8.99723, 1.96167], [0.45404, -8.66864, 2.17595], [-0.29485, -9.85267, 0.49016], [-0.33434, -6.27222, 0.73737], [-0.64923, -3.22304, -1.54124], [-1.12207, -3.77087, -2.69394], [-0.38219, -1.83420, -1.52615], [3.37115, 1.81984, 2.00236], [4.05748, 1.81563, 0.33295], [3.59474, 3.36013, 1.06628], [1.94091, 2.51167, -0.59124], [1.36023, 4.11513, 1.39422], [0.60905, 2.69725, 2.08385], [-0.33098, 2.45737, -0.33363], [-1.92799, 2.46759, 1.43721], [-1.50172, 4.15160, 1.82896], [-3.22193, 3.09875, -0.43627], [-3.29003, 4.63482, 0.39860], [-2.09053, 5.48035, -1.47044], [-1.83291, 3.84164, -2.05045], [-0.13770, 5.45767, -0.07159], [0.61879, 3.49686, -2.28835], [1.72552, 4.55369, -1.46563], [0.43639, 5.25867, -2.50643], [1.93330, 0.17916, 1.05875], [0.78070, -1.52944, 1.65530], [0.29046, -3.84872, 1.63220], [-0.49175, -1.24443, -2.41435]],
  "forces_ev_per_a": [[-0.11, -0.01, -0.31], [0.15, -0.14, 0.49], [0.90, 0.45, -0.60], [0.10, 0.37, 0.56], [-0.94, 0.65, -0.17], [-0.12, 0.02, -0.42], [0.45, -0.16, 0.00], [-1.10, 0.76, -1.38], [0.81, -0.79, -0.80], [-0.04, -2.36, 0.35], [1.64, 0.33, 1.21], [-1.67, 1.25, -1.86], [0.04, -1.65, -0.68], [-0.63, -0.40, -0.51], [0.22, 1.00, -0.32], [-0.39, 0.06, -1.15], [0.23, -0.98, 1.55], [-0.32, -1.16, 0.58], [0.51, -0.40, 0.29], [-0.31, 3.76, -1.65], [-0.06, 0.23, 0.19], [2.02, 0.10, -1.02], [-1.52, -0.13, -0.89], [-0.58, 0.81, 0.83], [0.15, -1.18, 0.44], [0.38, 1.00, 0.09], [0.53, 0.52, 1.34], [0.44, -0.25, 1.05], [0.11, 0.32, -0.24], [-0.58, 0.13, 0.44], [0.02, -0.41, 0.23], [-0.03, 0.04, -0.60], [-0.38, -0.25, -0.36], [-0.35, -0.36, 0.62], [-0.01, 0.26, -0.08], [0.44, -0.42, 0.24], [0.28, -0.30, -0.19], [0.08, -0.07, 0.35], [0.01, 0.02, 0.17], [0.11, 0.02, 0.09], [0.24, 0.24, 0.37], [-0.09, -0.71, 0.53], [-0.23, 0.44, 0.14], [-0.25, 0.35, 0.05], [0.14, -0.40, 0.64], [-0.18, 0.46, -0.16], [0.07, -0.11, 0.24], [0.12, -0.98, 0.72], [-0.30, 0.04, -0.38]],
  "lowdin_charge": [-0.020, -0.336, -0.053, -0.059, -0.089, -0.134, -0.117, -0.297, -0.043, 0.110, -0.392, 0.063, -0.114, -0.018, 0.003, -0.055, -0.254, 0.188, 0.049, -0.148, -0.466, 0.133, 0.147, 0.164, 0.203, -0.160, 0.084, 0.095, 0.093, 0.102, 0.091, 0.120, 0.150, 0.130, 0.124, 0.134, 0.145, 0.119, 0.118, 0.126, 0.130, 0.167, 0.095, 0.085, 0.112, 0.138, 0.109, 0.105, 0.122]
}



{
  "formula": "C25H36CrN3O3S4Si",
  "method": "the ωB97M-V functional and the def2-TZVPD basis",
  "charge": 2,
  "homo_energy_ev": [-14.10, -13.94],
  "multiplicity": 2,
  "homo_lumo_gap_ev": [8.01, 8.41],
  "e_lumo_ev": [-6.1, -5.5],
  "elements": ["Cr", "O", "S", "C", "C", "C", "C", "S", "O", "C", "C", "C", "C", "C", "C", "C", "C", "C", "C", "C", "C", "H", "H", "H", "H", "H", "H", "H", "H", "H", "H", "H", "H", "H", "H", "H", "H", "H", "H", "C", "Si", "C", "C", "O", "H", "H", "H", "H", "H", "H", "H", "H", "H", "S", "C", "C", "N", "C", "H", "H", "H", "S", "C", "N", "C", "C", "N", "H", "H", "H", "H", "H", "H"],
  "xyz": [[-0.13245, -0.29157, -0.46033], [0.03756, 0.07740, 1.55269], [0.79581, 0.18815, 2.88057], [-0.10846, -0.85786, 4.02068], [-0.58811, -2.17740, 3.42572], [-1.93627, -2.04223, 2.70747], [-2.24609, -3.24403, 1.81708], [-1.81786, -2.97883, 0.10169], [-0.49861, -2.14991, 0.13037], [-3.06165, -1.83382, -0.37222], [-2.79772, -0.47733, -0.30184], [-3.70356, 0.42979, -0.82054], [-4.88106, -0.03739, -1.39161], [-5.14603, -1.40116, -1.44542], [-4.22885, -2.31306, -0.94648], [2.34488, -0.65692, 2.76402], [3.34438, -0.18162, 3.60853], [4.59865, -0.77768, 3.57499], [4.84390, -1.82142, 2.69134], [3.84014, -2.26964, 1.83372], [2.57991, -1.68796, 1.86169], [-0.94452, -0.24791, 4.37324], [0.59456, -0.97562, 4.85152], [-0.69233, -2.89671, 4.24143], [0.16761, -2.58410, 2.75646], [-1.95387, -1.12700, 2.12224], [-2.73251, -1.94212, 3.44546], [-3.30957, -3.49962, 1.76939], [-1.69777, -4.14381, 2.11299], [-1.92676, -0.08553, 0.22426], [-3.49268, 1.49019, -0.76934], [-5.59285, 0.66786, -1.80749], [-6.06103, -1.75881, -1.89820], [-4.41722, -3.38321, -1.01809], [3.14606, 0.64321, 4.28975], [5.38532, -0.41862, 4.23073], [5.82451, -2.28697, 2.66705], [4.03912, -3.07889, 1.14233], [1.80686, -2.02517, 1.18616], [-1.86194, 2.82048, 1.21394], [-0.50160, 2.95590, -0.03530], [1.01686, 3.58105, 0.79489], [-0.98094, 4.11492, -1.38567], [-0.17453, 1.45922, -0.75406], [-1.64412, 3.47436, 2.06991], [-1.97177, 1.79772, 1.59892], [-2.82871, 3.14021, 0.80091], [0.83831, 4.61528, 1.12570], [1.88514, 3.60310, 0.12126], [1.27022, 2.99528, 1.69004], [-1.52201, 4.97156, -0.95046], [-1.64413, 3.64394, -2.12360], [-0.10254, 4.52054, -1.90799], [4.30024, 0.14679, -0.34709], [3.91976, -1.23310, -1.28173], [2.58119, -1.38467, -1.35774], [1.87153, -0.40156, -0.67179], [2.67635, 0.46466, -0.08918], [4.69069, -1.85692, -1.71926], [2.05368, -2.16612, -1.88577], [2.32070, 1.31327, 0.48338], [-0.63225, -1.05553, -2.68798], [-0.02864, 0.10511, -3.80947], [0.01530, -0.11799, -5.11656], [0.54037, 1.03874, -5.87890], [0.79253, 2.07530, -4.75994], [0.42953, 1.31664, -3.54251], [-0.27568, -0.98709, -5.53019], [-0.18755, 1.38516, -6.60347], [1.45003, 0.77034, -6.40366], [0.16378, 2.95638, -4.86627], [1.82922, 2.39530, -4.72109], [0.32952, 1.69903, -2.62130]],
  "forces_ev_per_a": [[0.52, 0.30, -0.65], [0.37, -0.06, 0.50], [-0.26, 0.49, -0.41], [-0.08, -0.14, 0.11], [-0.09, -0.04, 0.13], [-0.03, -0.07, 0.16], [0.11, -0.07, 0.29], [0.62, -0.12, -0.32], [-0.40, -0.11, 0.03], [0.02, 0.19, -0.17], [-0.15, 0.21, -0.12], [-0.12, -0.02, 0.02], [-0.03, 0.07, -0.06], [-0.07, 0.07, -0.01], [-0.02, -0.19, -0.02], [0.10, -0.15, -0.03], [-0.01, 0.03, 0.03], [0.05, 0.01, 0.01], [-0.04, -0.04, -0.04], [-0.04, -0.03, 0.20], [0.12, -0.31, 0.36], [0.05, 0.00, 0.01], [-0.12, -0.09, -0.02], [0.03, 0.00, -0.03], [0.07, -0.01, -0.10], [-0.02, 0.05, -0.02], [-0.01, -0.02, 0.05], [0.08, 0.01, 0.06], [-0.08, 0.08, 0.05], [-0.29, 0.07, 0.33], [-0.02, -0.05, -0.02], [0.06, -0.09, 0.06], [0.01, 0.02, 0.01], [0.05, 0.19, -0.03], [0.03, -0.09, -0.12], [-0.11, -0.06, -0.07], [-0.13, 0.06, -0.01], [0.00, 0.01, 0.04], [-0.06, -0.05, 0.13], [-0.46, -0.22, 0.25], [0.06, -0.23, -0.14], [0.55, 0.15, 0.25], [-0.11, 0.37, -0.38], [-0.46, -0.13, 0.24], [-0.05, -0.13, -0.18], [-0.01, 0.23, 0.00], [0.19, -0.09, 0.13], [0.07, -0.23, -0.04], [-0.14, 0.03, 0.15], [0.01, 0.14, -0.12], [0.17, -0.23, -0.17], [0.08, 0.12, 0.12], [-0.21, -0.09, 0.04], [0.53, 0.19, -0.16], [0.27, -0.01, -0.02], [-0.41, 0.46, 0.24], [0.25, -0.28, -0.14], [-0.31, -0.16, -0.42], [-0.16, 0.15, 0.08], [-0.05, 0.10, 0.07], [0.05, -0.15, -0.12], [0.07, 0.27, -0.21], [0.01, -0.13, 0.00], [0.09, 0.16, -0.39], [-0.17, -0.24, 0.39], [-0.19, -0.34, 0.22], [0.19, 0.18, -0.42], [0.02, 0.00, 0.00], [-0.12, 0.00, -0.06], [0.12, -0.08, -0.03], [-0.07, 0.00, 0.04], [0.08, -0.02, 0.04], [0.00, 0.18, 0.43]],
  "lowdin_spin": [0.939, 0.002, 0.000, 0.000, 0.000, 0.000, 0.000, 0.003, 0.015, 0.000, 0.001, 0.000, 0.000, -0.001, 0.000, 0.000, 0.000, 0.000, 0.000, 0.000, 0.000, 0.000, 0.000, 0.000, 0.000, 0.000, 0.000, 0.000, 0.000, 0.000, 0.000, 0.000, 0.000, 0.000, 0.000, 0.000, 0.000, 0.000, 0.000, -0.001, 0.007, 0.004, 0.000, 0.053, 0.000, 0.000, 0.000, 0.001, 0.000, 0.000, 0.000, 0.000, 0.000, 0.002, -0.001, 0.001, -0.008, 0.003, 0.000, 0.000, 0.000, -0.016, -0.002, -0.001, 0.000, 0.000, -0.001, 0.000, 0.000, 0.000, 0.000, 0.000, 0.000]
}